Entry 1:
20
Properties=species:S:1:pos:R:3:forces:R:3 method="wB97M-V/def2-TZVPD" charge=0 smiles=c1cncc(-c2cccnc2)c1 de_lowest_kj_mol=339.5 gap_ev=8.70
C 1.3003 2.6269 -1.1078 2.937 0.958 -2.622
C 0.3870 2.6476 -2.1639 1.026 2.289 -2.337
N -0.6639 1.7811 -2.3266 1.148 1.410 -0.144
C -0.7306 0.8532 -1.4417 -1.515 -3.049 4.640
C 0.2193 0.6510 -0.2719 -2.008 0.753 -3.601
C -0.1032 -0.5687 0.4934 -0.773 1.248 -0.488
C -0.0209 -0.6881 1.9162 0.492 -0.789 -2.183
C -0.3332 -1.9784 2.3959 0.738 -0.540 -0.068
C -0.9045 -2.8674 1.4843 -0.617 -1.669 0.018
N -1.2322 -2.6409 0.1422 0.556 -1.481 3.513
C -0.7929 -1.5244 -0.3687 0.419 -1.423 1.306
C 1.2516 1.5678 -0.2937 -0.878 -2.889 4.187
H 2.4377 3.0267 -1.0665 -3.278 0.325 -0.631
H 0.6019 3.4615 -3.0364 -0.982 -2.112 2.147
H -1.6924 0.0014 -1.2285 2.372 3.558 -1.785
H 0.4087 0.1364 2.5131 -0.302 -0.655 -0.384
H 0.0578 -2.4061 3.3775 -1.064 0.973 -1.221
H -1.0902 -3.9285 1.9074 0.040 1.816 -1.121
H -1.0512 -1.6220 -1.4552 1.220 1.249 0.970
H 1.9510 1.4710 0.5308 0.469 0.029 -0.196


Entry 2:
9
Properties=species:S:1:pos:R:3:forces:R:3 method="wB97M-V/def2-TZVPD" charge=0 de_lowest_kj_mol=189.2 gap_ev=9.57
C -0.4468 -0.0661 -0.8952 0.711 1.029 0.702
C -0.5389 0.5736 0.5462 1.418 -0.961 0.463
C 0.7025 -0.1612 0.0838 -1.811 -1.798 0.549
Cl 0.9984 -2.3110 0.8258 -0.429 3.043 -0.963
Cl 2.1600 0.6943 0.0332 0.359 -0.337 -0.274
H -1.0643 -0.9527 -1.0131 0.211 0.134 0.177
H -0.3570 0.5444 -1.8193 0.120 -0.365 0.918
H -0.3147 1.5820 0.9343 -0.218 -0.192 -1.221
H -1.1391 0.0967 1.3044 -0.362 -0.553 -0.350


Entry 3:
95
Properties=species:S:1:pos:R:3:forces:R:3 method="wB97M-V/def2-TZVPD" charge=0 de_lowest_kj_mol=927.8 multiplicity=3 gap_ev="4.67 / 3.69" s_squared=2.011
Ni 0.6046 -0.0194 -1.4145 -0.001 0.048 -0.072
C -4.3534 -1.7803 2.7408 0.049 1.981 0.389
C -4.6989 -1.4488 1.2586 -1.102 -1.334 0.281
C -6.2612 -1.5450 1.1394 0.662 0.228 0.679
C -6.9414 -0.3633 1.7922 -0.553 0.058 -0.221
C -6.5098 0.9427 1.1340 0.578 -1.466 0.768
C -4.9602 1.1331 1.1578 0.308 0.638 -2.063
N -4.2185 -0.1388 0.7131 3.822 0.555 1.161
O -2.7616 -0.0178 0.6887 -5.750 -0.351 0.082
C -4.4816 1.6185 2.4787 -0.773 -0.223 0.822
C -4.7983 2.2506 0.1025 0.587 -0.237 -0.950
C -4.1434 -2.6085 0.4503 0.665 -0.276 -0.670
H -4.9492 -1.1561 3.4067 -0.322 -0.051 0.028
H -3.3573 -1.4241 3.0032 0.376 -0.602 -0.290
H -4.5539 -2.8034 3.0589 0.269 -0.080 -0.541
H -6.6205 -2.3420 1.7905 0.494 -0.769 -0.493
H -6.4656 -1.7908 0.0974 -0.577 0.411 -0.033
H -6.7831 -0.4862 2.8636 0.838 0.690 0.185
H -8.0217 -0.4906 1.8625 -0.331 0.121 -0.936
H -7.0096 1.7827 1.6165 0.251 0.236 -0.230
H -6.7749 0.8703 0.0792 -0.323 0.202 0.009
H -3.4037 1.6351 2.6397 -0.152 -0.122 -0.239
H -5.0017 0.9535 3.1682 0.469 0.289 0.792
H -4.9067 2.6175 2.5751 0.174 0.103 0.389
H -5.6048 2.9816 0.1593 -0.110 -0.090 0.332
H -4.8786 1.8054 -0.8892 -0.030 -0.068 -0.119
H -3.8755 2.8302 0.0799 0.260 -0.340 0.447
H -4.0573 -2.4296 -0.6215 0.360 0.609 0.003
H -4.7856 -3.4888 0.4254 -0.221 -0.002 0.790
H -3.1778 -2.8834 0.8747 0.101 -0.123 -0.439
C 2.5183 3.0123 3.3014 -0.466 -1.131 -1.663
C 4.0026 2.8142 2.8920 -0.689 1.966 0.490
C 4.7565 3.0330 4.1980 1.435 -1.651 1.049
C 6.1999 2.4379 4.2076 -1.230 -0.471 -0.010
C 6.2739 0.9732 3.6842 -0.005 2.135 -0.133
C 5.6386 0.8442 2.2574 1.390 -0.940 1.136
N 4.2700 1.4657 2.2468 -2.044 -0.069 -4.020
O 3.5356 1.2569 0.9896 2.955 0.892 5.099
C 5.5851 -0.6674 2.0278 -2.040 -0.831 -0.489
C 6.6220 1.3765 1.2251 -0.119 0.561 -0.722
C 4.3082 3.9930 1.9171 0.873 -0.640 -0.770
H 2.2488 3.8979 3.8769 0.770 0.151 -0.025
H 2.0881 2.1552 3.8196 0.207 -0.157 -0.009
H 2.0281 3.0950 2.3314 -0.645 -0.062 0.156
H 4.1937 2.5550 4.9998 -0.033 -0.690 0.000
H 4.7177 4.0465 4.5973 0.201 0.431 -0.891
H 6.6010 2.3468 5.2170 0.043 0.697 0.089
H 6.8573 3.0347 3.5753 0.108 0.153 0.175
H 5.9481 0.2436 4.4256 -0.599 0.071 -0.199
H 7.3612 0.8959 3.6840 0.064 -0.835 -0.748
H 4.9329 -1.0823 2.7963 0.054 -0.213 0.134
H 6.4811 -1.2864 1.9806 0.563 0.843 0.490
H 5.0920 -0.9400 1.0947 -0.223 0.409 -0.208
H 6.8423 2.4438 1.2461 -0.092 0.054 0.349
H 6.2438 1.1840 0.2211 -0.099 -0.102 -0.025
H 7.5618 0.8352 1.3340 -0.018 0.019 0.033
H 3.8687 3.8089 0.9368 -0.144 -0.167 0.053
H 5.3815 4.0740 1.7455 0.187 -0.126 -0.013
H 4.0187 5.0039 2.2041 -0.415 -0.308 0.655
C -4.4443 -0.9374 -4.3399 -0.315 -0.830 -0.034
C -2.9680 -1.2552 -4.7132 -0.752 1.087 0.066
C -2.5557 -0.3494 -5.8668 0.498 0.366 -0.197
O -2.1306 -0.8927 -3.6136 -0.507 -0.313 -0.091
H -4.6457 0.0473 -3.9180 0.500 0.388 -0.550
H -4.8725 -1.5765 -3.5677 0.482 -0.547 0.280
H -5.1122 -1.1485 -5.1750 0.072 0.372 -0.276
H -2.8638 -2.3271 -4.8814 -0.009 -0.072 -0.403
H -2.6447 0.6603 -5.4661 -0.230 0.157 -0.173
H -3.1019 -0.4215 -6.8074 -0.484 -0.228 0.282
H -1.5126 -0.4039 -6.1784 0.203 -0.493 0.394
H -2.7293 -1.0727 -2.8850 0.580 0.139 0.770
C 3.0468 -5.2340 -1.2311 0.624 -0.003 -1.045
C 1.5656 -4.8888 -1.3390 0.774 0.754 0.140
C 0.6041 -5.8946 -0.8305 -1.201 -1.411 -0.139
O 1.3028 -3.6229 -0.7520 -0.027 0.259 -0.052
H 3.2721 -6.2110 -1.6588 -0.221 -0.334 0.327
H 3.5468 -5.1331 -0.2678 -0.546 -0.177 0.356
H 3.6266 -4.5845 -1.8868 -0.150 0.419 -0.009
H 1.3052 -4.7292 -2.3853 0.326 -0.068 -0.187
H -0.3541 -5.6959 -1.3106 -0.274 0.248 0.414
H 0.4597 -5.9596 0.2479 0.203 0.334 0.070
H 0.8051 -6.9114 -1.1679 0.476 -0.099 -0.051
H 1.6475 -3.6345 0.1440 0.001 0.086 0.166
C 0.0023 3.5364 -3.8409 0.564 0.615 0.794
O 0.1672 2.8613 -2.6142 -0.575 -0.393 0.683
H 0.7241 3.0684 -4.5102 -0.494 0.388 -0.492
H -1.0425 3.6003 -4.1451 0.008 -0.585 -0.563
H 0.2614 4.5519 -3.5411 0.442 0.521 -1.203
H -0.2189 3.5100 -2.0211 0.076 -0.625 0.813
C 3.6893 0.2261 -4.4477 -0.900 0.934 -0.936
O 2.5134 -0.4703 -4.0722 0.298 -0.270 0.647
H 3.5017 0.6270 -5.4438 0.367 0.016 -0.419
H 3.7422 1.1306 -3.8417 0.200 -0.353 0.420
H 4.6377 -0.3104 -4.4743 -0.138 -0.327 0.406
H 2.3498 -1.2095 -4.6626 0.124 0.022 -0.054


Entry 4:
120
Properties=species:S:1:pos:R:3:forces:R:3 method="wB97M-V/def2-TZVPD" charge=-1 de_lowest_kj_mol=55.9 gap_ev=7.03
N 1.2834 -0.5564 0.7062 0.074 -3.954 3.117
O 0.6524 -0.5824 -0.3368 -1.135 2.238 -1.487
O 2.0234 -1.5704 0.8952 1.089 0.489 -0.175
O 1.0544 0.1356 1.7352 -0.256 1.167 -1.655
C -3.0646 -2.6654 0.7232 3.683 -6.493 -4.427
C -1.5616 -2.9274 0.6042 -2.952 -2.721 -4.236
C -1.0896 -4.0654 -0.4818 -6.848 2.699 1.405
C -2.1516 -4.7414 -1.3388 -0.785 2.566 4.088
C -3.6276 -4.4764 -1.1468 3.356 3.136 3.383
C -4.0476 -3.5254 -0.0108 1.877 -0.882 -1.974
N -1.7616 -5.8824 -2.1528 -0.867 -0.686 -2.088
O -2.6146 -6.4534 -2.8348 -0.523 0.812 0.806
O -0.6156 -6.2444 -2.2298 1.380 0.548 0.930
H -3.3736 -2.0224 1.4122 -1.395 2.645 2.791
H -0.8006 -2.2764 1.0762 -0.539 -0.649 -0.314
H -0.0846 -4.1734 -0.6928 1.876 -0.518 -0.150
H -4.3356 -4.7294 -1.9048 -0.351 -0.832 0.050
H -5.1866 -3.5224 0.1882 2.184 0.520 -0.331
C -2.7316 1.1606 -0.4718 1.170 1.128 -1.569
C -2.9986 2.2086 -1.4728 -4.852 -0.589 6.909
C -4.2606 3.1596 -1.1298 1.413 -5.202 0.634
C -5.2426 2.7366 -0.1348 3.916 -2.588 2.147
C -4.8116 1.6436 0.9382 2.151 1.502 -4.906
C -3.4956 0.9626 0.6812 -3.490 0.271 2.189
N -6.5886 3.3926 0.0372 -0.339 -3.029 1.979
O -7.4046 2.8506 0.8742 2.451 1.779 -2.392
O -6.8176 4.3076 -0.6848 -0.646 1.018 -0.334
H -1.7736 0.4746 -0.5608 -1.966 1.562 -0.086
H -2.2636 2.1936 -2.1858 1.015 1.104 -2.276
H -4.5216 3.8566 -1.8588 -0.357 1.303 -0.857
H -5.5566 1.3316 1.6542 0.286 0.094 0.257
H -3.1706 0.1666 1.4732 -0.635 1.652 -1.653
C -0.4796 3.1936 1.6122 -0.821 13.323 -1.838
C -1.7266 4.2066 1.2622 5.008 0.506 1.249
C -1.3996 5.6256 1.0742 -1.754 -0.781 -1.469
C 0.0244 6.1956 1.1132 0.068 -6.789 0.137
C 1.1164 5.2396 1.3842 -2.857 -1.733 0.802
C 0.7944 3.7296 1.6072 -2.458 4.231 -0.687
N 0.3574 7.4906 0.7072 -7.150 4.483 2.879
O -0.6596 8.3606 0.7652 2.118 -3.056 -1.104
O 1.4274 7.9266 0.7102 4.658 0.181 -1.022
H -0.6176 2.2836 1.5832 -1.522 -9.168 0.188
H -2.7096 3.6936 1.2652 0.560 1.059 -0.265
H -2.3576 6.3266 0.6412 3.215 -1.838 1.570
H 2.1824 5.4346 1.6262 -0.910 0.480 -0.842
H 1.5834 3.0736 1.6892 1.944 -1.076 0.361
C 0.8554 0.3376 6.0172 -2.068 0.522 -0.823
C -0.2526 0.4616 7.0762 -0.508 -1.031 -3.358
C -1.6496 0.0936 6.7002 2.276 -2.440 -1.846
C -1.8836 -0.7934 5.4232 6.317 4.847 1.083
C -0.7106 -0.8474 4.4012 -1.832 -1.908 0.507
C 0.6144 -0.2424 4.6962 -5.689 -0.314 5.099
N -3.1966 -1.2264 5.2192 -1.970 -2.135 0.420
O -3.4436 -1.8354 4.1552 -0.080 1.315 1.674
O -3.9896 -1.1284 6.2082 1.319 -0.148 -2.760
H 1.8994 0.8776 5.9922 -2.158 -1.265 1.117
H 0.0214 0.7766 8.1022 -0.479 0.168 -0.952
H -2.5846 0.2066 7.3172 1.558 0.037 -0.412
H -0.9566 -1.6364 3.4202 1.021 2.812 2.941
H 1.4684 -0.3174 4.1752 2.253 -0.387 -2.804
C -0.3776 -5.2944 3.0442 -2.151 -3.287 0.090
O -1.1706 -6.2184 3.4372 2.334 2.973 -0.458
N 0.4404 -4.5224 3.7852 -0.761 -1.580 0.815
C 1.3194 -3.6264 3.1072 1.925 -1.162 1.824
C 0.3444 -4.5444 5.3092 -5.157 -0.530 -4.186
H -0.3136 -5.1694 1.9202 0.270 0.385 1.144
H 1.2944 -2.6864 3.5262 -0.697 2.457 0.699
H 1.2344 -3.5504 2.0692 -0.473 -0.180 -1.511
H 2.3444 -3.8944 3.3732 0.324 -0.390 -0.480
H 1.1084 -4.2954 5.8622 4.990 1.156 1.985
H -0.0836 -5.4704 5.7082 -0.035 0.170 -0.679
H -0.3506 -3.7204 5.4332 -0.535 -0.043 0.773
C 5.1104 3.1626 0.8642 0.598 2.915 1.602
O 4.0574 3.7226 1.1762 0.750 0.022 -0.205
N 5.1534 1.9466 0.3832 1.395 -2.124 -1.046
C 6.3604 1.2136 0.0322 2.079 -0.767 -0.003
C 3.9634 1.2016 0.1692 -3.301 -2.922 1.323
H 6.1484 3.7396 1.0612 -1.814 -1.519 -0.646
H 6.2214 0.0986 -0.1568 -0.225 1.637 0.711
H 7.3064 1.3936 0.6142 -1.451 -0.375 0.994
H 6.8494 1.5756 -0.8418 -0.567 0.404 -1.721
H 3.7684 0.3766 1.0532 0.526 2.143 -1.818
H 3.9124 0.5296 -0.7378 0.734 1.065 0.575
H 3.0414 1.8466 0.1432 1.177 -0.482 0.172
C 3.0084 3.0666 -3.8298 -2.884 -0.111 -0.061
O 3.4524 3.3946 -4.9028 0.499 -0.045 0.171
N 1.5914 3.0436 -3.5978 2.967 -0.589 -0.513
C 1.1044 2.5086 -2.3168 -1.722 1.242 0.214
C 0.7344 3.3856 -4.7078 -3.341 1.255 -0.163
H 3.5934 2.7576 -2.9508 0.032 0.074 -0.033
H 1.2974 3.1116 -1.4078 -0.120 0.505 -0.741
H 1.5774 1.6206 -2.0758 0.993 -2.135 0.137
H 0.0014 2.2676 -2.2878 1.155 0.461 -0.506
H 1.1634 4.1476 -5.4798 -0.409 -1.331 1.930
H -0.1476 3.9476 -4.0058 1.581 -1.467 -2.871
H 0.2654 2.4876 -5.4648 1.336 2.108 2.521
C -1.9226 0.5246 -4.6968 -1.765 0.392 -0.068
O -3.1166 0.4516 -4.4838 -0.517 0.420 0.233
N -1.0636 -0.3864 -4.3238 4.090 -2.562 0.573
C 0.3154 -0.3924 -4.8818 2.174 -0.178 1.130
C -1.3166 -1.3724 -3.2878 -2.788 1.116 2.443
H -1.4676 1.3746 -5.1688 0.288 0.621 -0.793
H 1.0114 0.2506 -4.2058 -1.036 -0.906 -1.429
H 0.3724 -0.1424 -5.9308 -0.481 1.159 -0.159
H 0.9244 -1.3804 -5.0398 -1.899 0.964 1.283
H -0.5096 -1.6144 -2.5448 -0.311 1.170 -0.753
H -1.5416 -2.3094 -3.7088 -0.570 -1.317 -0.762
H -2.3366 -1.0234 -2.6808 2.787 -0.911 -1.534
C 3.0554 -1.8774 -2.6108 1.944 1.493 -0.811
O 4.0204 -0.9934 -2.7478 -4.259 -3.739 0.455
N 2.7644 -2.8784 -3.5658 1.627 1.699 2.773
C 1.7564 -3.8664 -3.3098 1.736 0.294 4.146
C 3.4474 -2.9014 -4.8418 -1.528 1.882 5.157
H 2.3104 -1.8894 -1.6878 1.621 0.047 -1.611
H 0.9154 -3.4074 -3.6588 -3.144 0.170 -0.781
H 1.7134 -4.0854 -2.1388 -0.185 0.522 -2.540
H 2.0204 -4.7684 -3.7738 0.080 -1.279 -0.782
H 4.0584 -2.1234 -4.7108 3.587 2.403 -0.311
H 2.7824 -2.6274 -5.4878 -4.143 1.949 -4.354
H 3.6934 -3.7874 -5.1388 2.623 -5.324 -1.163


Q: Which of these has the lowest charge?
A: C39H55N10O16